Record 1
The following is a quantum chemistry calculation of a molecular structure, C36H53GaGe3N4S in a non-equilibrium geometry, from OMol25.

Geometry as ORCA input:
```
! RIJCOSX wB97M-V def2-TZVPD def2/J DEFGRID3
* xyz 4 1
Ge -1.822 -2.408 -0.001
Ge 0.038 -0.091 2.868
Ge -2.111 3.236 -0.538
Ga 0.413 0.851 -0.747
S 2.612 -0.006 -0.097
N 1.638 0.254 -3.796
N 5.044 -1.026 -0.499
N 4.984 1.236 0.085
N 0.501 0.250 -3.078
C 4.417 -2.329 -0.476
C -0.598 -4.670 -1.475
C -3.433 2.602 -4.475
C 4.288 2.499 -0.008
C -4.200 -5.849 3.063
C -1.154 -1.662 2.890
C 4.386 0.079 -0.187
C -4.438 2.213 -1.905
C -2.616 2.835 -3.384
C -3.700 -5.047 4.080
C -4.620 -2.437 -1.025
C -3.121 2.638 -2.098
C 6.400 -1.044 -1.019
C -2.911 -3.947 3.796
C -4.750 2.201 -4.287
C -0.307 -3.217 -1.117
C -0.783 1.711 3.360
C -0.485 5.268 0.665
C -5.253 2.014 -3.005
C -2.604 -3.629 2.466
C 1.558 5.256 -1.223
C 6.298 1.340 0.705
C -1.788 -2.495 2.054
C -3.899 -5.558 1.736
C 1.566 6.182 -0.186
C 2.001 -0.371 3.308
C 1.405 0.049 -5.098
C -0.499 4.350 -0.386
C -1.050 1.755 4.862
C -3.423 -1.498 -0.902
C 0.528 4.340 -1.331
C 0.547 6.188 0.755
C 0.041 -0.105 -5.247
C 2.233 -0.655 4.785
C -0.478 0.031 -3.964
C -3.112 -4.463 1.462
H -0.499 -0.281 -6.156
H 2.346 5.266 -1.958
H 1.930 0.173 5.422
H 2.528 0.416 -3.345
H 1.731 -1.562 5.115
H 0.552 6.909 1.556
H 5.007 3.273 -0.272
H -6.287 1.735 -2.863
H -1.490 2.719 5.112
H 3.615 -2.353 0.258
H 6.714 -0.059 -1.345
H -4.827 2.070 -0.901
H 7.107 -1.427 -0.282
H 0.218 -5.057 -2.086
H -0.213 -2.607 -2.018
H -3.095 -1.175 -1.893
H 2.364 6.903 -0.119
H -3.054 2.766 -5.472
H -2.854 -4.251 0.405
H -2.911 3.117 0.788
H 2.507 0.545 3.000
H 2.359 -1.194 2.691
H -5.433 -1.922 -1.536
H 6.426 -1.714 -1.879
H -4.375 -3.314 -1.623
H 6.632 0.380 1.083
H 0.511 3.635 -2.162
H -3.691 -0.616 -0.317
H -4.276 -6.180 0.939
H -1.514 -4.765 -2.057
H -1.755 0.985 5.170
H -0.670 -5.295 -0.586
H 6.223 2.027 1.548
H -5.391 2.054 -5.144
H -1.501 -0.014 -3.642
H -1.250 -1.864 3.959
H -1.607 3.197 -3.530
H -3.931 -5.281 5.107
H -4.820 -6.702 3.294
H 2.185 0.026 -5.832
H -0.137 1.657 5.447
H -1.292 5.281 1.390
H -1.709 1.864 2.801
H 5.163 -3.072 -0.205
H -4.988 -2.756 -0.050
H 4.012 -2.584 -1.457
H 3.303 -0.800 4.929
H 7.043 1.740 0.016
H 3.519 2.461 -0.782
H -2.546 -3.345 4.616
H 3.823 2.769 0.944
H -0.060 2.479 3.074
H 0.617 -3.139 -0.542
*
```

Output
- E_HOMO (eV) = -17.9
- ΔE to the lowest compared entry with this formula, charge and spin (kcal/mol) = 148.9
- E_LUMO (eV) = -12.126



Record 2
The following is a quantum chemistry calculation of 2 unconnected molecules or ions with the total composition ClH2NO in a non-equilibrium geometry, from OMol25.

Geometry as ORCA input:
```
! RIJCOSX wB97M-V def2-TZVPD def2/J DEFGRID3
* xyz 0 1
Cl -1.617 -0.099 0.362
O 1.492 -1.230 -0.117
N 1.400 -0.192 -0.667
H 1.126 0.647 0.017
H -2.401 0.875 0.404
*
```

Output
- E_HOMO (eV) = -9.3
- SMILES string = N=O.Cl
- ΔE to the lowest compared entry with this formula, charge and spin (kcal/mol) = 0.0
- E_LUMO (eV) = 0.001



Record 3
The following is a quantum chemistry calculation of a molecular structure, C3H4N4O in a non-equilibrium geometry, from OMol25.

Geometry as ORCA input:
```
! RIJCOSX wB97M-V def2-TZVPD def2/J DEFGRID3
* xyz 0 1
O 0.506 0.607 0.350
N 1.239 -0.962 2.048
N 0.229 1.674 -0.398
N 0.439 -1.536 1.021
N -0.491 1.500 -1.467
C -1.173 0.391 -1.516
C -0.957 -0.737 -0.869
C -0.035 -0.728 0.165
H -1.444 -1.613 -1.030
H 1.854 -1.965 2.700
H 0.702 -0.202 2.655
H -2.083 0.636 -2.236
*
```

Output
- E_HOMO (eV) = -8.3
- ΔE to the lowest compared entry with this formula, charge and spin (kcal/mol) = 164.4
- E_LUMO (eV) = -0.685



Record 4
The following is a quantum chemistry calculation of a single C21H24ClN5O3 molecule in a non-equilibrium geometry, from OMol25.

Geometry as ORCA input:
```
! RIJCOSX wB97M-V def2-TZVPD def2/J DEFGRID3
* xyz 0 1
Cl 1.194 4.301 7.773
O 0.994 -5.198 -4.244
O -3.070 -1.503 -3.257
O 1.828 -3.743 -5.183
N -0.816 -0.948 -3.139
N -2.360 -0.014 -1.686
N 0.758 2.449 1.933
N -1.375 2.564 0.585
N 1.281 0.479 1.548
C -3.164 2.799 -1.048
C 0.078 3.550 4.124
C -0.355 1.804 1.055
C -1.139 3.024 4.226
C -0.419 -0.178 -0.008
C 0.387 3.886 6.342
C 1.491 1.315 2.260
C -0.465 -1.880 -4.060
C 2.675 -6.631 -4.676
C 0.225 0.526 0.828
C -1.592 2.881 5.515
C 1.135 -4.062 -4.366
C -2.085 1.737 -0.268
C 2.740 1.424 3.144
C 0.765 4.058 5.099
C 0.619 3.570 2.658
C 0.468 -3.037 -3.398
C -1.016 3.330 6.631
C 1.335 -6.073 -5.059
C -1.659 0.412 -0.666
C -1.894 -0.921 -2.635
H -1.966 2.868 3.351
H 3.085 -7.281 -5.477
H -3.166 3.666 -0.481
H 3.413 -5.812 -4.628
H -3.242 2.645 -1.994
H 2.330 1.720 4.058
H 0.334 -1.487 -4.722
H 1.666 4.298 4.945
H 2.690 -6.827 -3.682
H 1.403 -5.648 -6.126
H -2.619 2.664 5.570
H 1.230 -2.711 -2.735
H -0.240 -3.718 -2.710
H -3.329 0.089 -1.387
H -1.528 3.027 7.733
H -3.911 2.020 -0.464
H -0.149 -0.331 -2.501
H 0.570 -6.856 -5.118
H 1.626 4.060 2.846
H -0.224 -1.147 -0.227
H -1.164 -2.187 -4.555
H 3.430 2.422 3.047
H 3.394 0.491 3.207
H -0.198 4.110 2.022
*
```

Output
- E_HOMO (eV) = -8.0
- SMILES string = CCOC(=O)CCNC(=O)Nc1cc2nc(C)n(Cc3cccc(Cl)c3)c2nc1C
- ΔE to the lowest compared entry with this formula, charge and spin (kcal/mol) = 417.6
- E_LUMO (eV) = 0.177



Record 5
The following is a quantum chemistry calculation of 2 unconnected molecules or ions with the total composition C21H14F2N2O2 in a non-equilibrium geometry, from OMol25.

Geometry as ORCA input:
```
! RIJCOSX wB97M-V def2-TZVPD def2/J DEFGRID3
* xyz 0 1
F 4.645 4.393 4.876
F 7.267 4.313 -5.300
O 0.694 -0.259 4.536
O 1.321 -2.144 3.592
N 4.425 0.717 -2.861
N 1.217 -0.895 3.593
C 5.098 3.971 3.653
C 1.652 1.230 2.420
C 6.359 2.520 -0.092
C 6.473 4.803 -3.118
C 4.989 4.839 2.572
C 5.986 3.111 1.147
C 7.085 3.917 -4.001
C 7.511 2.643 -3.624
C 6.629 3.094 -1.366
C 2.327 -0.904 1.422
C 5.649 2.693 3.552
C 2.874 -0.234 0.347
C 5.439 4.411 1.331
C 7.282 2.249 -2.321
C 3.531 1.876 -0.756
C 2.220 1.908 1.362
C 1.721 -0.182 2.470
C 6.091 2.282 2.310
C 2.871 1.200 0.292
C 4.006 1.211 -1.875
C 6.256 4.394 -1.809
H 6.163 5.793 -3.451
H 3.527 2.966 -0.781
H 1.152 1.748 3.238
H 5.724 2.049 4.425
H 7.576 1.249 -2.001
H 3.320 -0.804 -0.473
H 6.650 1.469 -0.008
H 4.558 5.832 2.697
H 5.771 5.085 -1.131
H 5.352 5.090 0.492
H 2.165 3.000 1.319
H 6.539 1.294 2.193
H 7.989 1.981 -4.342
H 2.352 -1.990 1.491
*
```

Output
- E_HOMO (eV) = -7.1
- ΔE to the lowest compared entry with this formula, charge and spin (kcal/mol) = 0.0
- E_LUMO (eV) = -2.785



Computed frontier orbital gap, in the same sequence as the records: 5.766, 9.278, 7.664, 8.178, 4.265 eV.